Record 1
The following is a quantum chemistry calculation of a 2-piece molecular cluster, C4H7F overall in a non-equilibrium geometry, from the OMol25 dataset.

```
12
C4H7F, DFT wB97M-V/def2-TZVPD
C 0.18 0.94 -0.42
C 1.60 0.65 0.07
C 0.58 -0.38 0.06
C 0.02 -1.47 0.50
F -3.03 -0.07 -1.01
H -0.55 1.62 0.10
H 0.03 0.98 -1.41
H 2.52 0.69 -0.59
H 1.78 0.87 1.18
H -2.50 -0.21 -0.22
H 0.53 -2.22 1.11
H -1.14 -1.39 0.63
```

Computed properties:
energy: -6976.10936 eV
energy relative to the best compared isomer or geometry (same formula, charge and spin): 48.04 kcal/mol
structure (SMILES): C=C1CC1.F
gap between HOMO and LUMO: 0.398 Ha
max |F|: 0.0791 Eh/bohr
spin multiplicity: 1

Results of the natural (NBO) charge analysis, in e, for atoms 1 through 2: atom 1 (C): -0.45, atom 2 (C): -0.44

Record 2
The following is a quantum chemistry calculation of a 2-piece molecular cluster, C5H14N3O overall in a non-equilibrium geometry, from the OMol25 dataset.

```
23
C5H14N3O, DFT wB97M-V/def2-TZVPD
C 2.39 -0.04 -0.78
C 2.37 -0.75 0.52
C 1.22 0.03 0.08
C -0.99 -0.91 -0.74
C -1.90 0.23 -0.36
N 0.69 1.12 1.03
N -1.17 -2.06 0.05
N -1.35 1.42 -0.92
O -2.02 0.34 1.07
H 3.12 0.75 -1.07
H 2.13 -0.64 -1.72
H 2.53 -1.88 0.64
H 2.85 -0.28 1.43
H -0.43 -0.87 -1.65
H -2.82 0.14 -0.88
H 1.33 1.72 1.55
H -0.02 1.51 0.47
H -0.61 -2.93 -0.21
H -1.60 -1.88 0.97
H -1.95 2.18 -0.59
H 0.19 0.60 1.73
H -1.24 1.29 -1.87
H -2.71 0.88 1.22
```

Computed properties:
energy: -11918.91683 eV
energy relative to the best compared isomer or geometry (same formula, charge and spin): 126.60 kcal/mol
gap between HOMO and LUMO (alpha / beta): 0.289 / 0.289 Ha
max |F|: 0.1120 Eh/bohr
total charge: +1
spin multiplicity: 1

Results of the natural (NBO) charge analysis, in e, for atoms 1 through 2: atom 1 (C): -0.46, atom 2 (C): -0.48

Record 3
The following is a quantum chemistry calculation of C25H41Cl3O2P2V as an isolated structure in a non-equilibrium geometry, from the OMol25 dataset.

```
74
C25H41Cl3O2P2V, DFT wB97M-V/def2-TZVPD
V -1.17 0.09 -0.89
C 3.39 -0.72 0.89
C 3.08 0.67 1.06
C 1.86 -0.48 2.61
C 2.56 -1.41 1.81
C 2.20 0.82 2.17
C 4.32 -1.31 -0.09
H 5.06 -0.56 -0.41
H 3.84 -1.70 -1.03
H 4.83 -2.20 0.33
C 2.34 -2.87 1.80
H 3.14 -3.39 1.30
H 1.42 -3.10 1.25
H 2.21 -3.26 2.81
C 0.95 -0.79 3.73
H 1.39 -1.57 4.37
H 0.00 -1.20 3.36
H 0.72 0.11 4.31
C 1.64 2.07 2.75
H 1.99 2.14 3.80
H 0.53 2.05 2.77
H 1.96 2.96 2.21
C 3.43 1.75 0.12
H 3.51 2.72 0.63
H 2.65 1.85 -0.65
H 4.38 1.55 -0.39
C -2.37 -0.53 -2.25
C -0.93 -0.53 -2.73
C -0.56 0.49 -3.83
C 0.03 1.68 -3.08
C -0.16 1.58 -1.58
C -1.50 1.93 -1.04
C -2.66 2.04 -1.98
C -3.27 0.65 -2.35
H -1.39 0.67 -4.54
H -0.38 2.56 -3.55
H 0.23 0.09 -4.51
H -3.70 0.70 -3.36
H -2.88 -1.51 -2.09
H -0.37 -1.48 -2.86
H -4.14 0.43 -1.72
H -3.49 2.61 -1.51
H -1.54 2.46 -0.08
H -2.38 2.60 -2.89
H 1.08 1.75 -3.35
H 0.75 1.89 -1.06
P 2.41 -2.02 -2.69
C 1.58 -3.62 -2.92
C 2.70 -1.66 -4.45
P -2.81 1.82 3.66
C -1.94 1.02 2.38
C -2.41 3.54 3.08
C -4.63 1.74 3.21
H 0.73 -3.67 -2.21
H 2.29 -4.43 -2.71
H 1.20 -3.70 -3.95
H 2.76 -0.56 -4.50
H 1.86 -1.99 -5.07
H 3.67 -2.05 -4.81
H -4.91 2.60 2.59
H -5.20 1.78 4.16
H -4.81 0.79 2.69
H -1.76 -0.06 2.33
H -1.60 1.65 1.53
H -2.12 4.09 3.98
H -3.28 4.03 2.63
H -1.57 3.55 2.38
Cl -2.14 -2.54 3.24
C -2.58 -2.60 1.50
Cl -3.35 -4.14 1.17
Cl -3.76 -1.25 1.17
C -1.27 -2.31 0.62
O -0.84 -3.15 -0.19
O -0.78 -1.14 0.88
```

Computed properties:
energy: -112502.17777 eV
energy relative to the best compared isomer or geometry (same formula, charge and spin): 205.91 kcal/mol
gap between HOMO and LUMO (alpha / beta): 0.136 / 0.147 Ha
max |F|: 0.1132 Eh/bohr
total charge: +1
spin multiplicity: 3

Results of the Mulliken charge analysis, in e, for atoms 1 through 2: atom 1 (V): 0.12, atom 2 (C): 0.67

Q: Look up the energy relative to the best compared isomer or geometry (same formula, charge and spin) of the second one.
A: 126.60 kcal/mol